Record 1
The following is a DFT calculation (ωB97M-V with the def2-TZVPD basis set) of a cluster of 3 separate species, C3H10O3S in total.

The molar mass is 126.18 g/mol. As for the HOMO-LUMO gap: 6.0 eV. Its charge is -2. The value obtained for the HOMO energy is -0.17 eV. As for the total energy: -744.1824 Eh. For the largest force on an atom, the calculation gives 0.0142 hartree/bohr.

Geometry (Å):
C1 -0.3871 0.2763 -0.2902
O1 0.4198 -0.4583 -1.2002
C2 0.3857 1.4504 0.2741
C3 -0.3948 2.2295 1.3326
S1 0.5593 3.4816 2.2572
H1 -0.6883 -0.4027 0.5140
H2 -1.2877 0.6106 -0.8042
H3 1.3337 1.0761 0.6803
H4 0.6775 2.1019 -0.5468
H5 -1.1982 2.7585 0.8190
H6 -0.8317 1.5238 2.0446
H7 -0.0666 -5.4309 -1.3481
H8 -0.6876 -4.6462 -2.4098
O2 -0.7527 -5.5789 -2.0080
H9 -0.0092 -1.3399 -1.3164
H10 0.1621 -2.6387 -2.9890
O3 -0.2349 -3.0297 -2.2030

Record 2
The following is a DFT calculation (ωB97M-V with the def2-TZVPD basis set) of a structure of composition C36H45O6PdSe at a distorted geometry.

The molar mass is 759.13 g/mol. As for the HOMO-LUMO gap (alpha / beta): 3.9 / 3.8 eV. Its charge is +1. The value obtained for the HOMO energy (alpha / beta) is -10.26 / -10.18 eV. As for the total energy: -4379.2050 Eh. For the largest force on an atom, the calculation gives 0.0538 hartree/bohr.

Geometry (Å):
Pd1 0.4317 2.2657 -1.1243
C1 -0.6065 0.4261 5.9043
C2 -0.0977 -0.7914 5.1160
C3 1.0695 -1.4124 5.8820
C4 -1.2211 -1.8374 5.0222
C5 0.3018 -0.3517 3.7088
C6 -0.6652 0.1717 2.8528
C7 -0.3060 0.4844 1.5672
Se1 -1.5456 1.2386 0.3391
C8 -1.5259 -0.1849 -0.9599
C9 -2.0341 -1.4101 -0.7588
C10 -1.8770 -2.3967 -1.7862
C11 -1.0159 -2.1257 -2.8777
C12 -0.4598 -0.8976 -3.1208
C13 -0.9538 0.1869 -2.2542
O1 -0.9913 1.3713 -2.5804
C14 0.5643 -0.6988 -4.2269
C15 1.2827 0.6532 -4.1627
C16 1.6412 -1.7969 -4.0863
C17 -0.1462 -0.8420 -5.5877
C18 -2.5587 -3.7395 -1.7009
C19 -1.4858 -4.8350 -1.5346
C20 -3.3333 -3.9637 -3.0162
C21 -3.5446 -3.8180 -0.5321
C22 0.9851 0.2987 1.0215
O2 1.1497 0.4337 -0.2724
C23 2.0040 -0.0662 1.9277
C24 1.6049 -0.4235 3.2205
C25 3.5017 -0.0811 1.5730
C26 4.3017 0.6074 2.6946
C27 3.9512 -1.5488 1.4567
C28 3.8475 0.6461 0.2685
H1 -0.8984 0.1196 6.9130
H2 -1.4779 0.8829 5.4280
H3 0.1750 1.1852 5.9914
H4 0.7199 -1.7393 6.8632
H5 1.8775 -0.6942 6.0448
H6 1.4730 -2.2868 5.3636
H7 -1.4893 -2.1840 6.0240
H8 -0.8967 -2.7033 4.4383
H9 -2.1230 -1.4264 4.5610
H10 -1.6903 0.3044 3.1863
H11 -2.5204 -1.6528 0.1766
H12 -0.7780 -2.9382 -3.5485
H13 1.7150 0.8250 -3.1812
H14 0.6327 1.4838 -4.4242
H15 2.1114 0.6394 -4.8710
H16 2.1587 -1.7101 -3.1278
H17 2.3709 -1.6729 -4.8869
H18 1.2335 -2.8055 -4.1658
H19 -0.9464 -0.1055 -5.6948
H20 -0.5777 -1.8391 -5.7089
H21 0.5778 -0.6846 -6.3894
H22 -0.7870 -4.8536 -2.3732
H23 -1.9775 -5.8079 -1.4809
H24 -0.9136 -4.6870 -0.6159
H25 -2.6778 -3.9703 -3.8886
H26 -4.0889 -3.1877 -3.1634
H27 -3.8392 -4.9296 -2.9674
H28 -3.0368 -3.7735 0.4352
H29 -4.0775 -4.7684 -0.5781
H30 -4.2882 -3.0177 -0.5780
H31 2.3741 -0.7731 3.8950
H32 4.1907 0.1193 3.6629
H33 3.9951 1.6518 2.8022
H34 5.3643 0.5913 2.4409
H35 3.8147 -2.0847 2.4000
H36 5.0109 -1.5944 1.1871
H37 3.3784 -2.0649 0.6807
H38 3.4296 1.6543 0.2405
H39 3.4946 0.1104 -0.6107
H40 4.9347 0.7382 0.1992
O3 2.2837 5.2626 -2.3748
C29 1.7502 4.3391 -1.8253
O4 2.1896 3.1133 -1.6406
C30 0.3694 4.4443 -1.2018
C31 0.2955 4.3815 0.2151
C32 -0.8768 4.7355 0.8865
C33 -1.9414 5.1006 0.1041
O5 -3.1553 5.4798 0.5184
C34 -3.9366 5.7894 -0.6548
O6 -3.0848 5.5625 -1.7816
C35 -1.8846 5.1501 -1.2961
C36 -0.7588 4.8502 -1.9783
H41 1.1949 4.2067 0.7865
H42 -0.9316 4.7645 1.9673
H43 -4.2440 6.8290 -0.6217
H44 -4.7969 5.1285 -0.7009
H45 -0.6888 4.9502 -3.0536

Record 3
The following is a DFT calculation (ωB97M-V with the def2-TZVPD basis set) of a cluster of 4 separate species, C22H40N3O12 in total at a distorted geometry.

The molar mass is 538.57 g/mol. As for the HOMO-LUMO gap: 9.3 eV. Its charge is +1. The value obtained for the HOMO energy is -12.38 eV. As for the total energy: -1929.1896 Eh. For the largest force on an atom, the calculation gives 0.0934 hartree/bohr.

Geometry (Å):
C1 2.8739 0.2405 -1.0114
N1 3.4841 1.0739 -2.0709
C2 4.4874 0.3170 -2.8712
C3 2.4862 1.7060 -2.8798
O1 2.0915 1.3266 -3.9631
C4 1.7897 3.0235 -2.2657
C5 0.4113 2.5314 -1.6243
N2 -0.4324 1.8011 -2.4266
C6 -1.5389 1.4787 -1.5898
C7 -2.6546 0.5992 -2.2347
C8 -2.2253 -0.9342 -2.0366
O2 -1.7694 -1.5240 -3.2844
C9 -0.6480 -2.3101 -3.0260
O3 0.1988 -2.4563 -3.8649
C10 -1.3861 2.0503 -0.2771
N3 -0.1040 2.7145 -0.3716
H1 2.2844 0.8837 -0.3045
H2 3.7330 -0.2413 -0.4600
H3 2.2407 -0.5638 -1.4980
H4 4.4374 -0.7583 -2.5560
H5 5.5128 0.6833 -2.5545
H6 4.4236 0.4810 -3.9744
H7 1.5139 3.6757 -3.1323
H8 2.4538 3.5203 -1.5082
H9 -0.3547 1.5173 -3.4050
H10 -3.6772 0.8054 -1.8312
H11 -2.6166 0.8032 -3.3477
H12 -3.0779 -1.5010 -1.5704
H13 -1.3586 -0.9789 -1.3106
H14 -0.4947 -2.8106 -2.0217
H15 -2.1065 1.9609 0.5623
H16 0.3194 3.2435 0.3909
C11 -8.9331 2.1288 -1.0446
C12 -7.8009 1.1530 -0.7911
O4 -6.6596 1.8128 -0.2200
C13 -6.7628 2.1224 1.0793
O5 -7.7035 1.8926 1.7910
O6 -5.6400 2.7601 1.4462
C14 -5.6642 3.2437 2.7914
H17 -8.5878 2.9662 -1.6547
H18 -9.7603 1.6338 -1.5554
H19 -9.3105 2.5490 -0.1114
H20 -7.4704 0.7284 -1.7405
H21 -8.1188 0.3213 -0.1586
H22 -5.9006 2.4453 3.4951
H23 -6.3827 4.0590 2.8811
H24 -4.6717 3.6278 3.0236
C15 4.8480 -6.4679 1.4707
C16 5.7492 -5.9502 0.3666
O7 5.0207 -5.7571 -0.8549
C17 4.2460 -4.6726 -0.9009
O8 4.1138 -3.8516 -0.0247
O9 3.6150 -4.6595 -2.0833
C18 2.6714 -3.6011 -2.2159
H25 4.3282 -7.3725 1.1481
H26 5.4279 -6.6915 2.3674
H27 4.0818 -5.7366 1.7330
H28 6.5207 -6.6907 0.1530
H29 6.2579 -5.0291 0.6591
H30 3.1317 -2.6342 -2.0110
H31 1.8245 -3.7727 -1.5476
H32 2.3093 -3.6000 -3.2414
C19 1.4417 -0.3661 2.4755
C20 0.4049 0.6459 2.8896
O10 0.5953 1.0823 4.2356
C21 1.5994 1.9512 4.4179
O11 2.3242 2.3865 3.5553
O12 1.6742 2.2337 5.7187
C22 2.7770 3.0741 6.0695
H33 1.4788 -1.2062 3.1712
H34 1.2182 -0.7388 1.4732
H35 2.4375 0.0799 2.4667
H36 -0.5824 0.1815 2.8514
H37 0.3907 1.4997 2.2059
H38 2.7802 3.9902 5.4787
H39 3.7140 2.5312 5.9408
H40 2.6698 3.3393 7.1196

Record 4
The following is a DFT calculation (ωB97M-V with the def2-TZVPD basis set) of a structure of composition C8H7IrN4O2S2 at a distorted geometry.

Its multiplicity is 2. The molar mass is 447.52 g/mol. As for the HOMO-LUMO gap (alpha / beta): 6.0 / 5.7 eV. The expectation value of S² is 0.80. Its charge is +1. The value obtained for the HOMO energy (alpha / beta) is -12.85 / -12.96 eV. As for the total energy: -1578.7818 Eh. For the largest force on an atom, the calculation gives 0.0822 hartree/bohr.

Geometry (Å):
Ir1 -0.6077 -0.7523 -1.4784
C1 3.1702 -0.0770 0.5454
C2 1.8794 -0.6835 0.1427
N1 1.4915 -0.7534 -1.1189
O1 2.3502 -0.1709 -2.0225
C3 0.9784 -1.2405 1.0994
C4 1.3887 -1.6541 2.4622
N2 -0.2868 -1.3604 0.6973
O2 -1.2048 -1.8762 1.3378
H1 3.4201 0.7338 -0.1356
H2 3.9762 -0.8077 0.4743
H3 3.1284 0.2957 1.5642
H4 2.1914 -0.5533 -2.8990
H5 2.4277 -1.9698 2.4870
H6 0.7375 -2.4562 2.8080
H7 1.2695 -0.8301 3.1686
S1 -3.0247 -0.7757 -1.2107
C5 -3.3683 0.8955 -1.1640
C6 -4.7398 1.2322 -1.0658
N3 -5.8518 1.4853 -0.9729
C7 -2.4385 1.9366 -1.2167
S2 -0.7564 1.7573 -1.4270
C8 -2.8947 3.2695 -1.0978
N4 -3.2366 4.3556 -0.9778

Record 5
The following is a DFT calculation (ωB97M-V with the def2-TZVPD basis set) of the ion C3HClNO2S with charge -1 at a distorted geometry.

The molar mass is 150.57 g/mol. As for the HOMO-LUMO gap: 6.3 eV. Its charge is -1. The value obtained for the HOMO energy is -2.67 eV. As for the total energy: -1178.5677 Eh. For the largest force on an atom, the calculation gives 0.1254 hartree/bohr. The structure (SMILES) is O=c1[nH]c(Cl)c([O-])s1.

Geometry (Å):
O1 1.4417 2.2346 0.2561
C1 0.7375 1.2937 0.0989
N1 1.0010 -0.0121 0.0789
C2 -0.0601 -0.8911 -0.4335
Cl1 0.2206 -2.4564 0.2789
C3 -1.5176 -0.2620 -0.1729
O2 -2.5527 -0.8119 -0.2807
S1 -1.1449 1.5304 0.0993
H1 1.8746 -0.6251 0.0749

Record 6
The following is a DFT calculation (ωB97M-V with the def2-TZVPD basis set) of a structure of composition C8H14FNO2Si2.

The molar mass is 231.38 g/mol. As for the HOMO-LUMO gap: 10.4 eV. Its charge is 0. The value obtained for the HOMO energy is -9.83 eV. As for the total energy: -1197.4540 Eh. For the largest force on an atom, the calculation gives 0.0104 hartree/bohr.

Geometry (Å):
C1 2.5567 -1.9496 0.5357
C2 1.9032 -0.7044 1.1363
C3 2.4638 0.5902 0.5427
F1 2.5406 1.5985 1.5293
Si1 1.5230 1.2011 -0.9815
O1 2.4823 2.1273 -1.9446
O2 0.2284 2.1354 -0.6222
Si2 -0.8931 1.9161 0.5776
C4 -2.0806 0.5695 0.0802
C5 -2.0620 -0.0528 -1.1631
C6 -2.9698 -1.0609 -1.4440
C7 -3.8755 -1.4091 -0.4549
N1 -3.9279 -0.8292 0.7414
C8 -3.0476 0.1332 0.9905
H1 3.6467 -1.8800 0.5695
H2 2.2500 -2.8420 1.0841
H3 2.2522 -2.0956 -0.5050
H4 0.8219 -0.7764 0.9700
H5 2.0602 -0.6709 2.2176
H6 3.4979 0.3981 0.2136
H7 1.0983 -0.0109 -1.7200
H8 3.3953 1.8267 -2.0053
H9 -0.2262 1.5221 1.8360
H10 -1.5984 3.1912 0.7936
H11 -1.3425 0.2497 -1.9175
H12 -2.9827 -1.5652 -2.4019
H13 -4.6019 -2.1985 -0.6369
H14 -3.1124 0.5864 1.9789

Record 7
The following is a DFT calculation (ωB97M-V with the def2-TZVPD basis set) of a structure of composition C5H8O.

The molar mass is 84.12 g/mol. As for the HOMO-LUMO gap: 10.4 eV. Its charge is 0. The value obtained for the HOMO energy is -9.27 eV. As for the total energy: -270.4685 Eh. For the largest force on an atom, the calculation gives 0.0074 hartree/bohr.

Geometry (Å):
C1 1.5077 -0.2629 0.6061
C2 0.6577 0.6458 -0.2644
C3 -0.5668 0.1321 -1.0008
C4 -1.2357 -0.8918 -0.1004
O1 -1.2904 0.0511 0.9959
C5 -0.7151 1.0576 0.1660
H1 1.2407 -0.1571 1.6624
H2 2.5732 -0.0537 0.4876
H3 1.3513 -1.3124 0.3359
H4 1.1849 1.4070 -0.8382
H5 -0.7481 0.2923 -2.0570
H6 -0.6337 -1.7762 0.1428
H7 -2.2399 -1.2067 -0.3968
H8 -1.0858 2.0748 0.2609

Record 8
The following is a DFT calculation (ωB97M-V with the def2-TZVPD basis set) of an isolated molecule of C14H14ClN3O3S at a distorted geometry.

The molar mass is 339.80 g/mol. As for the HOMO-LUMO gap: 8.8 eV. Its charge is 0. The value obtained for the HOMO energy is -8.59 eV. As for the total energy: -1790.2373 Eh. For the largest force on an atom, the calculation gives 0.0323 hartree/bohr. The structure (SMILES) is O=C(CSc1nnc(-c2ccccc2Cl)o1)N1CCOCC1.

Geometry (Å):
O1 -2.4553 -2.3620 -1.1364
C1 -2.6139 -1.6870 -0.1401
C2 -1.5586 -1.6703 0.9586
S1 -0.7085 -0.0475 1.0233
C3 0.8991 -0.5543 0.6746
N1 1.3548 -1.7664 0.5782
N2 2.6640 -1.6585 0.3154
C4 2.9610 -0.3969 0.2647
C5 4.2357 0.2323 0.0132
C6 4.3073 1.6280 -0.0103
C7 5.5041 2.2699 -0.2494
C8 6.6542 1.5264 -0.4698
C9 6.6036 0.1447 -0.4495
C10 5.4030 -0.5078 -0.2094
Cl1 5.3747 -2.2219 -0.1891
O2 1.8542 0.3744 0.4910
N3 -3.7258 -0.9490 0.0648
C11 -3.9888 -0.0158 1.1367
C12 -4.0942 1.4003 0.5501
O3 -5.0851 1.4665 -0.4460
C13 -4.8130 0.5642 -1.4959
C14 -4.7332 -0.8746 -0.9781
H1 -1.9829 -1.8703 1.9415
H2 -0.7911 -2.4051 0.7182
H3 3.4063 2.1967 0.1621
H4 5.5421 3.3482 -0.2645
H5 7.5933 2.0238 -0.6581
H6 7.4917 -0.4424 -0.6191
H7 -3.2085 -0.0369 1.8935
H8 -4.9471 -0.2830 1.5984
H9 -4.3860 2.1136 1.3221
H10 -3.1159 1.6896 0.1366
H11 -5.6287 0.6727 -2.2116
H12 -3.8620 0.8288 -1.9819
H13 -4.4506 -1.5608 -1.7765
H14 -5.6999 -1.1698 -0.5571

- Which formula does entry 3 have?
  C22H40N3O12

- Among the records above, which one has the lowest largest force on an atom?
  C5H8O